one) ORCA calculation (ωB97M-V with the def2-TZVPD basis set) on an isolated ion of composition C3H7N2S and charge +1.

Geometry as ORCA input:
```
! RIJCOSX wB97M-V def2-TZVPD def2/J DEFGRID3
* xyz 1 1
H -0.242 1.030 -1.426
S -1.722 0.130 0.281
C -0.469 1.264 -0.384
C 0.676 -1.246 0.150
H 0.569 1.315 1.417
H 1.522 1.726 0.121
N 1.363 -0.221 0.404
H -1.187 -2.189 0.470
C -0.771 -1.379 -0.131
H 1.258 -2.161 0.147
H -0.834 2.287 -0.295
N 0.770 1.086 0.429
H -0.933 -1.640 -1.182
*
```

Its SMILES is C1=N[NH2+]CSC1. The highest occupied orbital energy comes out at -0.517 Ha.

Here are the Mulliken charges for atoms 1 to 4, given in e: 0.35 -0.02 -0.55 0.05

***

two) ORCA calculation (ωB97M-V with the def2-TZVPD basis set) on a 2-piece molecular cluster, C3H7N2S overall.

Geometry as ORCA input:
```
! RIJCOSX wB97M-V def2-TZVPD def2/J DEFGRID3
* xyz 1 1
H -0.620 -1.280 -1.587
H 4.873 -0.900 1.244
H 1.979 1.912 -0.534
H 1.158 1.114 0.986
H -2.040 -0.295 -1.109
H -0.240 -1.508 0.706
H -1.641 -0.756 1.211
N 4.048 -0.664 0.823
C -1.002 -0.575 -0.893
C 3.112 -0.220 0.311
C 1.149 1.356 -0.057
S 0.176 0.910 -1.228
N -1.119 -1.067 0.450
*
```

The highest occupied orbital energy comes out at -0.510 Ha.

Here are the Mulliken charges for atoms 1 to 4, given in e: 0.32 0.29 0.30 0.42

***

three) ORCA calculation (ωB97M-V with the def2-TZVPD basis set) on a 2-piece molecular cluster, C3H7N2S overall.

Geometry as ORCA input:
```
! RIJCOSX wB97M-V def2-TZVPD def2/J DEFGRID3
* xyz 1 1
S -1.940 1.132 -0.301
H -0.161 1.467 0.655
N 0.743 1.124 0.481
C -1.348 -0.372 -0.104
H 1.212 -1.050 0.860
C 1.249 0.609 -0.768
H 2.403 0.753 -0.787
H -0.865 -2.350 -0.042
H 1.295 1.535 1.217
C 0.692 -0.275 0.200
H -2.532 -1.941 0.110
H 0.815 1.017 -1.710
N -1.565 -1.651 0.189
*
```

The highest occupied orbital energy comes out at -0.498 Ha.

Here are the Mulliken charges for atoms 1 to 4, given in e: -0.26 0.05 -0.02 0.46

***

four) ORCA calculation (ωB97M-V with the def2-TZVPD basis set) on C3H7N2S as an isolated structure.

Geometry as ORCA input:
```
! RIJCOSX wB97M-V def2-TZVPD def2/J DEFGRID3
* xyz 1 1
H -1.551 2.215 -0.549
N 0.291 1.441 -0.587
S 2.669 0.059 0.202
C -0.936 1.507 0.055
H -2.040 0.514 1.675
C 1.026 0.577 -0.029
N 0.174 -0.085 1.294
C -1.092 0.700 1.150
H 0.035 -1.058 1.027
H 1.620 -0.843 -2.913
H 1.906 -0.315 -2.369
H 0.816 0.070 2.178
H 3.141 0.586 -0.867
*
```

The highest occupied orbital energy comes out at -0.519 Ha.

Here are the Mulliken charges for atoms 1 to 4, given in e: 0.44 -0.30 -0.06 -0.14

***

Stability, lowest: four)

***

one) ORCA calculation (ωB97M-V with the def2-TZVPD basis set) on one molecule with the formula C3H6O2.

Geometry as ORCA input:
```
! RIJCOSX wB97M-V def2-TZVPD def2/J DEFGRID3
* xyz 0 1
H -1.076 1.215 -0.484
H 1.371 -0.030 0.847
H 0.468 2.011 -0.245
C -0.728 -0.561 1.383
O 0.608 0.684 -1.696
H 0.469 -0.333 -1.755
H -1.763 -0.187 1.255
C 0.018 1.037 -0.461
O -0.179 -1.278 0.313
C 0.330 0.043 0.580
H -0.624 -1.038 2.435
*
```

Its SMILES is OC[C@H]1CO1. The highest occupied orbital energy comes out at -0.379 Ha.

Here are the Mulliken charges for atoms 1 to 4, given in e: 0.24 0.33 0.27 -0.33

***

two) ORCA calculation (ωB97M-V with the def2-TZVPD basis set) on one molecule with the formula C3H6O2.

Geometry as ORCA input:
```
! RIJCOSX wB97M-V def2-TZVPD def2/J DEFGRID3
* xyz 0 1
H -0.238 -1.034 -0.756
H -0.379 -1.076 1.012
H -2.436 -0.023 0.046
O 0.869 0.390 0.276
C 2.003 -0.127 -0.201
H -1.516 1.185 0.968
O 2.126 -1.204 -0.722
H 2.820 0.595 -0.049
H -1.434 1.170 -0.803
C -1.497 0.537 0.086
C -0.320 -0.414 0.142
*
```

Its SMILES is CCOC=O. The highest occupied orbital energy comes out at -0.394 Ha.

Here are the Mulliken charges for atoms 1 to 4, given in e: 0.32 0.26 0.35 -0.26

***

three) ORCA calculation (ωB97M-V with the def2-TZVPD basis set) on a 2-piece molecular cluster, C3H6O2 overall.

Geometry as ORCA input:
```
! RIJCOSX wB97M-V def2-TZVPD def2/J DEFGRID3
* xyz 0 1
C 2.360 1.035 0.718
H -0.709 -1.921 -1.222
H 0.788 0.729 1.880
H 3.176 1.496 1.295
H -1.491 -1.642 0.404
O 2.215 1.152 -0.453
O 1.546 0.269 1.507
H -2.469 0.415 -0.354
C -1.976 -0.238 -1.068
H -2.159 -0.041 -2.117
C -1.281 -1.256 -0.589
*
```

Its SMILES is O=CO.C=C. The highest occupied orbital energy comes out at -0.364 Ha.

Here are the Mulliken charges for atoms 1 to 4, given in e: 0.15 0.23 0.32 0.32

***

four) ORCA calculation (ωB97M-V with the def2-TZVPD basis set) on one molecule with the formula C3H6O2.

Geometry as ORCA input:
```
! RIJCOSX wB97M-V def2-TZVPD def2/J DEFGRID3
* xyz 0 1
C 0.157 0.050 -0.209
O -0.005 -1.285 -0.260
H 3.012 2.066 0.172
H 1.375 2.597 -0.332
H 2.053 -0.166 0.922
C 1.329 0.623 0.592
H 0.867 1.066 1.504
C 2.055 1.740 -0.266
H 2.298 1.381 -1.303
H 0.691 -1.666 0.320
O -0.542 0.821 -0.808
*
```

Its SMILES is CCC(=O)O. The highest occupied orbital energy comes out at -0.382 Ha.

Here are the Mulliken charges for atoms 1 to 4, given in e: 0.49 -0.47 0.33 0.27

***

Stability, lowest: one)

***

one) ORCA calculation (ωB97M-V with the def2-TZVPD basis set) on one molecule with the formula C3H6O2.

Geometry as ORCA input:
```
! RIJCOSX wB97M-V def2-TZVPD def2/J DEFGRID3
* xyz 0 1
C -1.052 -0.237 0.258
H 0.594 -1.091 -0.829
H 0.749 -1.262 0.913
O 2.593 0.323 -0.089
O -1.390 0.531 -0.878
H -1.660 -1.156 0.315
H 1.831 1.617 -0.279
H -2.281 0.877 -0.758
H -1.200 0.327 1.191
C 0.415 -0.565 0.122
C 1.400 0.636 0.033
*
```

Its SMILES is O=CCCO. The highest occupied orbital energy comes out at -0.331 Ha.

Here are the Mulliken charges for atoms 1 to 4, given in e: -0.38 0.26 0.33 -0.47

***

two) ORCA calculation (ωB97M-V with the def2-TZVPD basis set) on one molecule with the formula C3H6O2.

Geometry as ORCA input:
```
! RIJCOSX wB97M-V def2-TZVPD def2/J DEFGRID3
* xyz 0 1
H -1.946 -0.652 -0.943
C -0.429 0.395 -0.088
H 2.490 -0.600 -0.526
H -1.621 -1.211 0.654
C -1.758 -0.337 0.054
C 1.829 0.067 0.110
O -0.364 1.573 -0.175
H 2.029 0.986 -0.189
H 1.839 0.095 1.261
H -2.675 0.144 0.267
O 0.606 -0.461 -0.424
*
```

Its SMILES is COC(C)=O. The highest occupied orbital energy comes out at -0.384 Ha.

Here are the Mulliken charges for atoms 1 to 4, given in e: 0.29 0.70 0.24 0.28

***

three) ORCA calculation (ωB97M-V with the def2-TZVPD basis set) on a 2-piece molecular cluster, C3H6O2 overall.

Geometry as ORCA input:
```
! RIJCOSX wB97M-V def2-TZVPD def2/J DEFGRID3
* xyz 0 1
C -0.348 -0.561 -1.487
O 0.047 0.365 1.829
C 0.060 0.708 -1.565
H -1.216 -0.549 0.177
O -1.052 -1.176 -0.522
H -0.039 -1.254 -2.262
H 1.819 0.378 0.795
H 0.101 1.324 -0.679
H 0.580 0.987 -2.468
C 1.204 0.614 1.673
H 1.787 1.182 2.423
*
```

Its SMILES is C=CO.C=O. The highest occupied orbital energy comes out at -0.328 Ha.

Here are the Mulliken charges for atoms 1 to 4, given in e: 0.09 -0.41 -0.74 0.33

***

Stability, lowest: one)

***

one) ORCA calculation (ωB97M-V with the def2-TZVPD basis set) on one molecule with the formula C3H6O2.

Geometry as ORCA input:
```
! RIJCOSX wB97M-V def2-TZVPD def2/J DEFGRID3
* xyz 0 1
H 0.797 1.295 -1.066
H 0.178 0.805 1.637
C 0.971 0.404 -0.469
H 1.406 -0.301 -1.181
C -1.061 -1.460 -0.167
C -0.389 0.712 0.707
H 0.010 -0.988 -0.583
H 1.879 0.607 0.109
H -0.817 1.650 0.346
O -1.314 -0.268 0.764
O -1.660 -2.457 -0.097
*
```

Its SMILES is CCOC=O. The highest occupied orbital energy comes out at -0.390 Ha.

Here are the Mulliken charges for atoms 1 to 4, given in e: 0.28 0.26 -1.10 0.39

***

two) ORCA calculation (ωB97M-V with the def2-TZVPD basis set) on one molecule with the formula C3H6O2.

Geometry as ORCA input:
```
! RIJCOSX wB97M-V def2-TZVPD def2/J DEFGRID3
* xyz 0 1
O 0.712 0.224 -0.011
C 1.489 -0.909 -0.241
H -2.255 0.928 0.435
H 1.031 -1.291 -1.348
H 1.527 -1.671 0.487
O -1.007 -0.684 -1.072
C -1.384 1.020 0.546
H -1.151 2.095 0.241
H 2.713 -0.560 -0.226
H -1.097 0.752 1.434
C -0.578 0.096 -0.245
*
```

Its SMILES is COC(C)=O. The highest occupied orbital energy comes out at -0.380 Ha.

Here are the Mulliken charges for atoms 1 to 4, given in e: -0.31 -0.60 0.61 0.30

***

Stability, lowest: one)

***

one) ORCA calculation (ωB97M-V with the def2-TZVPD basis set) on one molecule with the formula C3H6O2.

Geometry as ORCA input:
```
! RIJCOSX wB97M-V def2-TZVPD def2/J DEFGRID3
* xyz 0 1
H -1.976 1.201 -0.033
C 0.170 0.480 0.035
H 1.548 -1.065 -0.543
O 0.003 1.693 0.008
O -2.262 0.266 0.066
C -1.057 -0.447 -0.012
H -0.941 -0.954 -1.023
H -1.026 -1.216 0.782
C 1.527 -0.153 0.040
H 1.799 -0.385 1.074
H 2.216 0.581 -0.394
*
```

Its SMILES is CC(=O)CO. The highest occupied orbital energy comes out at -0.377 Ha.

Here are the Mulliken charges for atoms 1 to 4, given in e: 0.37 0.85 0.33 -0.60

***

two) ORCA calculation (ωB97M-V with the def2-TZVPD basis set) on a 2-piece molecular cluster, C3H6O2 overall.

Geometry as ORCA input:
```
! RIJCOSX wB97M-V def2-TZVPD def2/J DEFGRID3
* xyz 0 1
O 0.462 -0.399 1.486
H 2.185 0.755 1.526
H 0.637 -0.058 -1.066
H -2.102 -0.660 -2.187
C 1.194 0.626 1.964
H -1.572 0.892 -1.299
C -1.342 -0.094 -1.672
C -0.153 -0.668 -1.489
O 0.817 1.385 2.807
H 0.222 -1.527 -2.031
H -0.348 -0.253 1.962
*
```

Its SMILES is O=CO.C=C. The highest occupied orbital energy comes out at -0.374 Ha.

Here are the Mulliken charges for atoms 1 to 4, given in e: -0.36 0.36 0.15 0.23

***

Stability, lowest: two)

***

one) ORCA calculation (ωB97M-V with the def2-TZVPD basis set) on one molecule with the formula C3H6O2.

Geometry as ORCA input:
```
! RIJCOSX wB97M-V def2-TZVPD def2/J DEFGRID3
* xyz 0 1
C -0.608 0.625 -1.413
H -0.403 0.155 -2.398
C -0.077 -0.330 0.833
O 0.919 -1.266 1.196
O -1.661 1.182 -1.208
H 1.330 -0.048 -0.759
H -1.009 -0.841 0.542
H 0.793 1.477 -0.042
H -0.327 0.346 1.664
H 0.581 -1.780 1.941
C 0.462 0.480 -0.357
*
```

Its SMILES is O=CCCO. The highest occupied orbital energy comes out at -0.365 Ha.

Here are the Mulliken charges for atoms 1 to 4, given in e: -0.04 0.32 -0.37 -0.51

***

two) ORCA calculation (ωB97M-V with the def2-TZVPD basis set) on C3H6O2 as an isolated structure.

Geometry as ORCA input:
```
! RIJCOSX wB97M-V def2-TZVPD def2/J DEFGRID3
* xyz 0 1
C 0.128 0.848 0.618
H 1.702 -0.665 -1.363
O 0.578 0.921 -0.685
H 0.315 1.715 1.250
C 0.637 -0.500 -1.115
H -1.762 -0.200 -0.079
O 0.152 -1.297 -0.101
H 0.623 -0.025 1.094
C -1.032 -0.032 0.689
H 0.036 -0.565 -2.034
H -1.379 -0.199 1.724
*
```

The highest occupied orbital energy comes out at -0.339 Ha.

Here are the Mulliken charges for atoms 1 to 4, given in e: -0.38 0.27 -0.40 0.45

***

three) ORCA calculation (ωB97M-V with the def2-TZVPD basis set) on a 2-piece molecular cluster, C3H6O2 overall.

Geometry as ORCA input:
```
! RIJCOSX wB97M-V def2-TZVPD def2/J DEFGRID3
* xyz 0 1
C 0.639 -3.229 0.493
O -0.645 -3.252 0.931
H -1.255 -3.445 0.232
H -0.767 4.154 -1.530
H 2.516 -2.250 0.553
H 0.857 -3.983 -0.257
O -1.467 5.960 -1.944
C 1.551 -2.418 1.012
C -1.284 5.068 -1.174
H 1.398 -1.686 1.794
H -1.543 5.080 -0.109
*
```

Its SMILES is C=CO.C=O. The highest occupied orbital energy comes out at -0.340 Ha.

Here are the Mulliken charges for atoms 1 to 4, given in e: 0.11 -0.49 0.34 0.20

***

four) ORCA calculation (ωB97M-V with the def2-TZVPD basis set) on one molecule with the formula C3H6O2.

Geometry as ORCA input:
```
! RIJCOSX wB97M-V def2-TZVPD def2/J DEFGRID3
* xyz 0 1
H -1.836 -0.397 -0.408
O 0.178 -0.720 -0.996
C 0.892 0.471 -0.621
H -0.698 1.707 0.327
C -0.818 -0.500 -0.007
O -0.766 -1.586 0.856
H 1.921 0.274 -0.291
H 0.110 -1.922 0.631
C -0.129 0.789 0.474
H 0.905 1.161 -1.465
H 0.241 0.722 1.500
*
```

Its SMILES is O[C@H]1CCO1. The highest occupied orbital energy comes out at -0.373 Ha.

Here are the Mulliken charges for atoms 1 to 4, given in e: 0.32 -0.47 -0.26 0.25

***

Stability, lowest: two)

***

one) ORCA calculation (ωB97M-V with the def2-TZVPD basis set) on a 2-piece molecular cluster, CHBrOS2 overall.

Geometry as ORCA input:
```
! RIJCOSX wB97M-V def2-TZVPD def2/J DEFGRID3
* xyz 0 1
C -1.311 -0.641 0.238
Br 2.706 -0.096 0.185
H 0.853 1.776 -0.116
S -1.709 -1.151 -1.177
S 0.729 0.491 -0.496
O -1.268 -0.379 1.365
*
```

Its SMILES is O=C=S.SBr. The highest occupied orbital energy comes out at -0.350 Ha.

Here are the Mulliken charges for atoms 1 to 4, given in e: 0.62 -0.04 0.20 -0.28

***

two) ORCA calculation (ωB97M-V with the def2-TZVPD basis set) on a 2-piece molecular cluster, CHBrOS2 overall.

Geometry as ORCA input:
```
! RIJCOSX wB97M-V def2-TZVPD def2/J DEFGRID3
* xyz 0 1
H 0.329 -0.151 0.298
S -1.079 -0.608 -2.904
O -1.522 0.781 0.587
Br -4.096 1.106 -2.871
S -2.995 -0.865 -2.819
C -0.680 0.172 0.070
*
```

The highest occupied orbital energy (spin up / spin down) comes out at -0.318 / -0.298 Ha.

Here are the Mulliken charges for atoms 1 to 4, given in e: 0.30 -0.10 -0.26 -0.08

***

Stability, lowest: two)

***

one) ORCA calculation (ωB97M-V with the def2-TZVPD basis set) on one molecule with the formula CHBrOS2.

Geometry as ORCA input:
```
! RIJCOSX wB97M-V def2-TZVPD def2/J DEFGRID3
* xyz 0 1
H -0.107 -0.414 -0.104
S 0.379 0.492 -0.959
C 0.438 1.790 0.196
S -0.015 1.741 1.796
O 0.837 2.943 -0.079
Br 1.517 3.421 -2.207
*
```

Its SMILES is S=C(S)OBr. The highest occupied orbital energy (spin up / spin down) comes out at -0.348 / -0.372 Ha.

Here are the Mulliken charges for atoms 1 to 4, given in e: 0.16 -0.13 0.62 -0.11

***

two) ORCA calculation (ωB97M-V with the def2-TZVPD basis set) on a 2-piece molecular cluster, CHBrOS2 overall.

Geometry as ORCA input:
```
! RIJCOSX wB97M-V def2-TZVPD def2/J DEFGRID3
* xyz 0 1
H -0.141 0.735 0.160
Br -1.170 0.553 -2.237
C 2.310 -1.871 -1.314
S 0.300 0.013 -0.856
O 2.610 -1.466 -0.273
S 1.930 -2.375 -2.714
*
```

Its SMILES is O=C=S.SBr. The highest occupied orbital energy comes out at -0.338 Ha.

Here are the Mulliken charges for atoms 1 to 4, given in e: 0.16 -0.07 0.70 -0.11

***

Stability, lowest: one)